No. 1
DFT (ωB97M-V/def2-TZVPD) results for a structure of composition C40H32F2N4O2PtSTe.

The geometry in XYZ format:
```
83
Properties=species:S:1:pos:R:3:forces:R:3:mulliken_charge:R:1
Pt 0.021 -0.186 0.133 0.01 -0.08 -0.03 0.437
C -3.614 5.752 2.308 0.00 0.01 0.00 -1.715
C -2.988 4.556 1.642 0.00 0.02 0.00 -0.093
C -2.575 4.587 0.325 -0.02 0.00 0.03 -0.536
C -1.960 3.479 -0.263 0.07 -0.03 -0.08 0.947
C -1.582 3.523 -1.686 -0.17 0.08 0.07 -0.082
O -2.680 3.851 -2.333 0.04 -0.01 -0.03 -0.540
C -0.398 3.081 -2.317 0.07 -0.05 -0.06 0.506
C 0.764 2.798 -1.568 0.00 0.03 0.02 -0.299
C 1.901 2.330 -2.188 0.03 0.00 -0.02 -0.403
C 1.933 2.142 -3.571 -0.01 0.01 0.02 -0.639
C 0.800 2.437 -4.324 0.00 0.00 0.00 -0.461
C -0.353 2.901 -3.717 0.02 0.00 0.00 -0.930
C -1.812 2.247 0.445 -0.08 -0.01 -0.13 -0.361
O -1.358 1.238 -0.243 0.02 0.04 0.08 -0.673
C -2.245 2.215 1.796 0.04 0.01 0.05 1.486
C -2.799 3.369 2.346 -0.06 0.07 0.08 -0.718
C -2.191 0.996 2.643 0.02 -0.02 0.07 0.289
N -2.120 -0.157 2.114 -0.03 -0.01 0.03 0.529
C -1.998 -1.346 2.928 0.01 -0.03 0.00 -0.617
C -3.236 -2.222 2.814 0.06 -0.08 0.02 -1.292
Te -3.726 -2.848 0.819 -0.03 -0.01 0.03 0.244
C -4.967 -1.214 0.320 -0.02 0.05 -0.01 -0.676
C -4.412 0.029 0.032 -0.06 0.02 0.02 1.085
C -5.233 1.106 -0.276 -0.01 -0.01 -0.02 -0.478
C -6.612 0.940 -0.310 -0.01 0.02 0.00 -0.641
C -7.168 -0.300 -0.031 0.01 -0.01 -0.01 -0.591
C -6.349 -1.377 0.286 -0.01 -0.04 -0.02 -0.406
C -2.253 1.213 4.130 0.09 -0.01 0.01 -1.546
C -3.427 0.939 4.821 -0.04 0.02 -0.01 0.269
C -3.494 1.124 6.195 0.01 -0.01 0.01 -0.973
C -2.380 1.578 6.888 -0.01 0.00 0.01 -0.403
C -1.205 1.852 6.201 0.02 0.00 -0.02 -0.874
C -1.141 1.676 4.826 -0.04 0.02 0.02 0.327
H -3.702 6.585 1.612 0.00 -0.01 0.00 0.412
H -3.019 6.089 3.159 0.00 0.00 0.00 0.340
H -4.614 5.519 2.681 0.00 0.00 0.00 0.337
H -2.705 5.483 -0.270 0.01 0.00 0.00 0.408
H 0.756 2.951 -0.496 0.00 0.00 -0.02 0.429
H 2.774 2.107 -1.587 -0.01 -0.01 -0.01 0.413
H 2.831 1.779 -4.054 -0.01 0.00 0.00 0.416
H 0.817 2.303 -5.399 0.00 0.00 0.01 0.402
H -1.234 3.119 -4.308 0.01 0.00 0.01 0.413
H -3.130 3.334 3.379 0.01 0.00 -0.02 0.607
H -1.803 -1.128 3.985 -0.03 -0.04 0.00 0.442
H -1.134 -1.902 2.547 0.01 0.04 -0.01 0.210
H -4.122 -1.726 3.209 -0.02 0.02 -0.03 0.291
H -3.096 -3.150 3.370 0.01 0.03 0.02 0.609
H -3.342 0.162 0.090 0.05 0.00 -0.03 -0.115
H -4.790 2.073 -0.488 0.00 -0.02 0.00 0.415
H -7.253 1.779 -0.551 0.00 0.00 0.00 0.424
H -8.243 -0.431 -0.054 0.01 0.00 0.00 0.365
H -6.786 -2.342 0.510 0.00 0.01 0.01 0.413
H -4.297 0.595 4.273 0.00 -0.02 0.01 0.521
H -4.414 0.913 6.725 0.00 0.00 -0.01 0.411
H -2.428 1.718 7.960 0.00 0.00 -0.01 0.382
H -0.333 2.206 6.737 -0.01 -0.01 0.00 0.403
H -0.223 1.886 4.293 0.00 -0.01 -0.01 0.393
N 1.457 -3.963 -0.559 -0.06 -0.05 -0.09 0.013
C 2.463 -3.727 0.360 0.07 0.03 0.05 0.301
C 3.496 -4.534 0.821 -0.01 -0.02 -0.01 -1.190
C 4.347 -3.971 1.747 0.02 -0.03 0.00 -0.437
C 4.177 -2.651 2.191 0.00 0.04 0.02 -0.799
C 3.151 -1.852 1.731 -0.02 -0.03 0.01 -0.403
C 2.278 -2.413 0.800 -0.02 0.03 -0.03 0.523
N 1.168 -1.883 0.146 -0.01 -0.06 -0.05 0.305
C 0.719 -2.836 -0.653 0.03 0.07 0.11 0.620
C -0.439 -2.596 -1.497 0.06 -0.03 -0.10 -0.445
C -1.106 -3.376 -2.385 -0.06 -0.05 0.04 -0.264
S -2.405 -2.487 -3.055 0.04 0.00 -0.06 -0.133
C -1.965 -1.121 -2.137 -0.06 0.03 0.03 -0.262
N -0.938 -1.325 -1.376 0.03 0.04 0.06 -0.011
H 1.311 -4.806 -1.085 -0.01 0.00 0.01 0.205
H 3.627 -5.550 0.471 0.00 0.01 0.00 0.399
H 5.168 -4.558 2.138 -0.01 0.00 0.00 0.387
H 4.873 -2.248 2.915 -0.01 0.00 -0.01 0.432
H 3.023 -0.837 2.068 -0.01 0.02 0.01 0.411
H -0.923 -4.401 -2.661 -0.01 0.02 0.01 0.397
H -2.494 -0.178 -2.160 0.01 -0.02 -0.02 0.315
F 0.980 0.194 2.782 0.04 0.05 -0.06 -0.241
C 0.930 0.860 1.553 0.02 -0.02 0.05 0.071
F 2.260 1.156 1.269 -0.02 0.00 0.03 -0.330
H 0.455 1.825 1.763 -0.01 0.02 0.02 0.620
```
Forces are in eV/Å.

* frontier orbital gap (spin up / spin down): 5.1 / 5.8 eV
* relative energy (zero: lowest compared OMol25 entry of this formula, charge and spin): 0.00 kJ/mol
* highest occupied orbital energy (spin up / spin down): -5.56 / -7.52 eV
* E_LUMO (spin up / spin down): -0.0167 / -0.0632 hartree
* multiplicity: 3



No. 2
DFT (ωB97M-V/def2-TZVPD) results for a structure of composition C40H32N3P2SrTe.

The geometry in XYZ format:
```
79
Properties=species:S:1:pos:R:3:forces:R:3:mulliken_charge:R:1
Sr 0.073 1.444 1.741 0.03 -0.20 -0.28 1.851
Te 0.110 -3.725 0.184 0.03 -0.20 -0.30 0.246
C -0.380 -4.143 -1.840 -0.01 -0.04 -0.14 -0.138
C -1.660 -4.543 -2.202 0.02 0.00 0.02 -0.100
C -1.977 -4.650 -3.552 -0.06 -0.02 0.07 -0.397
N -1.122 -4.389 -4.534 -0.03 0.01 -0.08 -0.651
C 0.110 -4.028 -4.184 0.06 0.02 0.01 -0.430
C 0.526 -3.896 -2.868 0.04 -0.01 0.09 -0.023
C 0.123 -1.668 -0.013 -0.19 0.04 0.73 0.039
P 1.550 -0.680 0.265 0.12 0.20 -0.06 0.202
C 2.024 0.166 -1.294 0.06 -0.08 -0.06 0.594
C 1.610 -0.300 -2.539 -0.03 0.01 0.08 0.625
C 1.945 0.388 -3.694 -0.01 0.02 -0.03 -0.879
C 2.695 1.554 -3.618 0.00 0.00 -0.02 -0.678
C 3.111 2.031 -2.382 0.00 0.03 -0.01 -0.724
C 2.771 1.341 -1.228 0.02 0.03 0.02 -0.806
C 2.973 -1.752 0.594 0.04 -0.07 -0.08 -0.038
C 3.658 -2.383 -0.442 0.01 0.05 0.03 -0.160
C 4.694 -3.260 -0.166 -0.01 0.00 0.01 -0.724
C 5.054 -3.519 1.150 0.01 -0.01 -0.02 -0.509
C 4.382 -2.891 2.187 0.00 -0.01 0.03 -0.657
C 3.348 -2.009 1.908 -0.02 -0.02 0.07 -0.442
P -1.342 -0.700 0.206 0.06 0.23 -0.34 0.152
C -1.804 -0.026 -1.434 -0.14 -0.10 -0.04 1.248
C -1.672 -0.789 -2.595 0.01 0.02 0.06 0.653
C -2.012 -0.259 -3.828 -0.01 0.02 -0.05 -0.653
C -2.473 1.050 -3.921 0.00 0.00 -0.01 -0.757
C -2.605 1.820 -2.776 -0.01 0.02 -0.02 -0.726
C -2.274 1.278 -1.540 0.00 0.03 0.01 -0.961
C -2.753 -1.758 0.633 -0.02 -0.05 0.07 0.058
C -2.826 -2.247 1.936 0.00 -0.02 0.04 -0.492
C -3.869 -3.065 2.331 0.02 0.00 0.03 -0.679
C -4.865 -3.402 1.423 -0.02 0.00 -0.04 -0.537
C -4.806 -2.916 0.126 0.01 -0.02 0.00 -0.752
C -3.755 -2.099 -0.270 -0.01 0.01 0.03 -0.250
H -2.416 -4.740 -1.452 0.00 -0.01 0.01 0.452
H -2.976 -4.949 -3.851 0.01 0.00 -0.01 0.386
H 0.803 -3.836 -4.997 -0.01 0.00 0.00 0.405
H 1.544 -3.594 -2.650 -0.01 -0.02 0.00 0.386
H 1.008 -1.200 -2.582 0.00 0.01 -0.02 0.201
H 1.615 0.019 -4.657 -0.01 -0.01 0.00 0.475
H 2.954 2.091 -4.521 0.01 0.00 0.00 0.408
H 3.705 2.934 -2.321 0.00 0.00 0.00 0.450
H 3.116 1.710 -0.264 0.00 -0.02 0.00 0.463
H 3.384 -2.186 -1.472 -0.01 0.02 0.00 0.321
H 5.218 -3.745 -0.979 0.01 -0.01 0.00 0.421
H 5.861 -4.206 1.365 0.01 0.00 0.00 0.384
H 4.662 -3.085 3.214 0.01 -0.01 0.00 0.408
H 2.828 -1.525 2.728 -0.02 0.01 -0.03 0.249
H -1.296 -1.803 -2.522 -0.01 0.02 -0.02 -0.430
H -1.917 -0.865 -4.720 0.01 -0.01 0.00 0.539
H -2.731 1.465 -4.886 0.00 0.01 0.00 0.418
H -2.974 2.835 -2.843 0.00 0.01 0.00 0.417
H -2.411 1.880 -0.643 0.00 -0.02 0.01 0.382
H -2.044 -2.005 2.650 0.01 0.02 -0.03 0.297
H -3.904 -3.444 3.344 -0.01 -0.01 0.00 0.400
H -5.683 -4.042 1.727 0.00 0.00 0.00 0.398
H -5.577 -3.173 -0.588 -0.01 -0.01 0.01 0.431
H -3.725 -1.733 -1.287 0.02 0.02 0.00 0.427
C 0.051 2.643 6.351 0.00 -0.01 -0.03 -0.880
C 0.051 4.025 6.399 0.00 -0.02 -0.01 -0.415
C 0.074 4.744 5.216 0.00 -0.07 -0.08 -0.675
C 0.097 4.066 4.001 0.01 0.11 0.12 0.583
N 0.096 2.724 3.962 -0.01 0.11 0.06 -0.311
C 0.074 2.042 5.106 0.00 -0.03 0.22 -0.071
C 0.129 4.788 2.692 0.00 0.16 -0.02 0.538
C 0.141 6.176 2.625 0.00 -0.07 -0.05 -0.688
C 0.177 6.801 1.388 0.00 -0.03 0.03 -0.525
C 0.201 6.026 0.243 0.00 -0.05 0.00 -0.925
C 0.186 4.650 0.391 0.01 0.06 -0.16 -0.326
N 0.149 4.042 1.576 0.00 -0.07 0.15 0.006
H 0.034 2.040 7.247 0.00 0.00 0.01 0.414
H 0.033 4.545 7.348 0.00 0.00 0.01 0.456
H 0.074 5.821 5.252 0.00 0.02 0.00 0.351
H 0.075 0.959 5.030 0.00 0.00 -0.01 0.484
H 0.125 6.778 3.520 0.00 0.02 0.01 0.328
H 0.187 7.880 1.325 0.00 0.01 0.00 0.445
H 0.231 6.464 -0.744 0.00 0.02 0.00 0.439
H 0.207 4.007 -0.484 0.00 0.00 0.01 0.580
```
Forces are in eV/Å.

* frontier orbital gap: 5.1 eV
* relative energy (zero: lowest compared OMol25 entry of this formula, charge and spin): 0.00 kJ/mol
* net charge: +1
* highest occupied orbital energy: -8.81 eV
* E_LUMO: -0.1378 hartree